Entry 1:
The following is a DFT calculation (the ωB97M-V functional and the def2-TZVPD basis) of C12H16IMnN7S3 as an isolated structure.

Element x y z (Å)
1 N 1.72 -1.53 0.82
2 H 1.78 -1.57 1.83
3 H -1.37 2.15 -5.17
4 H -2.40 0.72 -4.93
5 N -1.05 1.30 -1.21
6 H -0.57 3.61 4.73
7 C -1.65 2.26 -0.61
8 C -0.69 1.68 3.76
9 H -1.49 0.92 -6.45
10 C -1.50 2.34 0.83
11 H -1.83 0.38 1.10
12 I 2.24 1.82 0.69
13 H 4.05 -3.17 -0.30
14 N 1.28 -4.79 -0.49
15 C -1.58 3.53 1.44
16 N -1.10 1.05 1.37
17 H -2.18 3.02 -1.18
18 Mn 0.33 0.28 -0.05
19 C 2.06 -3.89 -0.01
20 C 3.52 -4.00 0.18
21 H -0.46 1.22 4.72
22 C 0.01 -2.99 0.02
23 S -1.28 -1.93 0.23
24 S 1.03 -0.39 -2.12
25 H 3.86 -4.93 -0.27
26 C -0.84 0.82 2.77
27 H -0.77 -4.75 -0.80
28 H -1.31 4.99 3.00
29 S -0.06 0.17 -4.76
30 H 2.63 -1.28 0.45
31 H 3.78 -4.00 1.24
32 N 1.31 -2.77 0.32
33 C -0.82 3.14 3.78
34 C -0.19 0.47 -3.06
35 H -0.76 -0.24 2.96
36 N -1.13 1.22 -2.58
37 C -1.48 1.09 -5.37
38 C -1.24 3.93 2.80
39 N 0.03 -4.23 -0.46
40 H -1.89 4.33 0.79

- ΔE to the lowest compared entry with this formula, charge and spin: 0.118 eV
- Spin multiplicity: 5
- Highest occupied orbital energy (spin up / spin down): -11.10 / -11.17 eV
- Net charge: +1
- Calculated total energy: -3493.1972 Ha
- Kohn-Sham gap (spin up / spin down): 5.728 / 7.020 eV

***

Entry 2:
The following is a DFT calculation (the ωB97M-V functional and the def2-TZVPD basis) of a 2-piece molecular cluster, C12H16N2 overall in a non-equilibrium geometry.

Element x y z (Å)
1 H -0.97 0.90 0.65
2 H -0.48 2.39 -1.54
3 H -0.49 -3.11 -0.19
4 H 4.28 0.96 0.13
5 C 1.18 1.34 -2.36
6 C -0.33 -2.49 1.95
7 C 3.44 1.47 0.55
8 C 1.30 2.56 -0.46
9 C 2.38 1.68 -0.56
10 C -0.69 -0.25 2.40
11 H -3.71 -0.71 -0.87
12 H 1.07 3.29 0.28
13 C -0.47 -1.50 2.84
14 C -1.53 -0.76 -1.24
15 H -0.75 -1.08 -1.90
16 N 2.30 0.89 -1.77
17 H 0.77 1.06 -3.33
18 H -0.02 -3.58 2.27
19 H 3.51 2.44 0.95
20 H -0.69 0.66 3.15
21 C -0.54 -2.35 0.56
22 H -3.27 -1.11 -2.42
23 H -3.21 -2.21 -1.06
24 C -1.01 -0.02 1.04
25 C -1.05 -1.14 0.17
26 H -0.27 -1.65 3.94
27 N 0.55 2.41 -1.67
28 H -1.48 0.29 -1.37
29 C -2.95 -1.25 -1.48
30 H 3.10 0.87 1.35

- ΔE to the lowest compared entry with this formula, charge and spin: 2.398 eV
- Spin multiplicity: 1
- Highest occupied orbital energy: -8.65 eV
- Calculated total energy: -576.2919 Ha
- Kohn-Sham gap: 9.401 eV

***

Entry 3:
The following is a DFT calculation (the ωB97M-V functional and the def2-TZVPD basis) of a 2-piece molecular cluster, C12H16N2 overall in a non-equilibrium geometry.

Element x y z (Å)
1 C -1.61 0.96 -1.57
2 C -1.74 -0.43 -1.07
3 H -0.24 -2.13 -3.51
4 N -2.69 1.68 -1.21
5 C -0.80 -1.31 -2.95
6 H 3.95 0.33 1.61
7 C -0.70 -1.42 -1.41
8 H -1.01 -2.39 -1.06
9 C 2.15 -1.58 0.47
10 H 3.10 2.74 2.12
11 C 0.31 0.78 2.61
12 C 1.19 1.79 2.75
13 C 2.97 0.70 1.59
14 C -3.55 0.79 -0.62
15 H -1.90 -1.09 -3.28
16 H 2.68 -1.18 -0.39
17 H 1.27 -2.16 0.17
18 H -0.72 1.43 -2.09
19 H -0.14 -0.88 1.26
20 H -4.57 0.85 -0.31
21 N -3.00 -0.42 -0.50
22 C 1.90 -0.31 1.26
23 H -2.81 2.67 -1.09
24 C 2.47 1.77 2.17
25 C 0.57 -0.20 1.61
26 H 0.24 -1.31 -0.94
27 H 1.00 2.57 3.36
28 H 2.62 -2.49 0.93
29 H -0.25 -0.51 -3.12
30 H -0.68 0.75 3.22

- ΔE to the lowest compared entry with this formula, charge and spin: 4.136 eV
- Spin multiplicity: 1
- Highest occupied orbital energy: -7.93 eV
- Calculated total energy: -576.2280 Ha
- Kohn-Sham gap: 8.790 eV

***

Entry 4:
The following is a DFT calculation (the ωB97M-V functional and the def2-TZVPD basis) of an isolated molecule of C12H16N2 in a non-equilibrium geometry.

Element x y z (Å)
1 H -0.19 0.24 1.56
2 C 0.45 -2.57 -1.93
3 C -2.15 1.62 -0.15
4 C 1.07 2.27 0.67
5 N -1.09 2.30 -0.46
6 C -0.01 -1.37 -1.41
7 C 1.05 -3.52 -1.11
8 H 1.33 3.17 0.13
9 H 2.58 0.78 0.17
10 H -2.37 0.21 1.44
11 H 2.15 0.87 1.91
12 N -3.33 2.18 -0.38
13 H -0.44 -0.65 -2.07
14 H 0.94 -1.75 1.81
15 H 0.56 2.61 1.56
16 C 0.13 -1.08 -0.06
17 H -4.18 1.79 -0.04
18 H 1.49 -4.45 -1.50
19 C 2.30 1.43 0.98
20 H 0.58 1.24 -1.11
21 H 3.19 2.09 1.15
22 C -1.94 0.31 0.46
23 C 0.82 -2.00 0.75
24 H -3.35 3.10 -0.72
25 C -0.43 0.20 0.52
26 H -2.40 -0.43 -0.18
27 H 0.34 -2.71 -3.00
28 C 0.09 1.47 -0.16
29 H 1.61 -4.08 0.89
30 C 1.18 -3.27 0.26

- ΔE to the lowest compared entry with this formula, charge and spin: 0.116 eV
- Spin multiplicity: 1
- Highest occupied orbital energy: -8.48 eV
- Calculated total energy: -576.3757 Ha
- Kohn-Sham gap: 9.353 eV

***

Entry 5:
The following is a DFT calculation (the ωB97M-V functional and the def2-TZVPD basis) of a 2-piece molecular cluster, C12H16N2O overall in a non-equilibrium geometry.

Element x y z (Å)
1 N 1.65 -0.27 2.26
2 C 0.34 -1.61 1.01
3 H -0.51 -2.09 0.64
4 H 3.00 0.57 -1.18
5 H -1.66 -1.96 3.03
6 C -1.71 0.43 -2.17
7 H -0.24 0.69 3.60
8 C -1.48 1.36 -1.16
9 C 0.29 -0.60 2.03
10 H -2.72 -0.70 3.41
11 O -2.89 0.01 -2.69
12 H 1.37 -0.25 -3.27
13 C -0.74 0.19 2.76
14 H -2.26 1.97 -0.71
15 H -3.78 0.14 -2.14
16 C 0.60 0.15 -2.58
17 H -2.51 -0.91 1.85
18 H 2.73 1.99 -2.25
19 H 3.49 -1.33 1.46
20 C -0.11 1.68 -0.91
21 N 1.62 -1.95 0.77
22 H 2.54 2.36 -0.73
23 C -0.67 -0.29 -2.82
24 H -1.05 0.95 2.08
25 C -1.91 -0.91 2.82
26 C 2.32 -0.93 1.30
27 C 0.92 1.06 -1.58
28 H -0.80 -0.85 -3.67
29 H 0.04 2.50 -0.23
30 C 2.30 1.48 -1.38
31 H 1.81 -2.88 0.46

- ΔE to the lowest compared entry with this formula, charge and spin: 4.182 eV
- Spin multiplicity: 1
- Highest occupied orbital energy: -8.14 eV
- Calculated total energy: -651.4899 Ha
- Kohn-Sham gap: 8.746 eV

***

Entry 6:
The following is a DFT calculation (the ωB97M-V functional and the def2-TZVPD basis) of C12H16N2O4 as an isolated structure in a non-equilibrium geometry.

Element x y z (Å)
1 H 2.54 -3.19 -0.66
2 O -2.42 -0.76 -0.85
3 N 2.46 -2.26 -1.34
4 H -3.34 -0.91 -1.21
5 H 0.28 0.07 1.13
6 C 1.68 3.30 0.00
7 H 2.85 1.57 -0.55
8 H 2.51 3.87 0.37
9 N 0.04 -1.01 0.99
10 H -1.21 -2.30 1.77
11 H 0.27 -0.68 3.08
12 C 0.24 3.60 0.01
13 C 1.85 2.03 -0.51
14 O -3.42 -2.22 0.33
15 H 1.79 -2.83 -1.84
16 O -0.90 0.34 2.80
17 H 2.73 -0.82 0.10
18 C -0.78 2.69 -0.46
19 C -0.28 1.51 -1.11
20 O 0.14 -2.59 -0.60
21 C 1.84 -1.14 -0.65
22 C -2.39 -1.53 0.20
23 C 0.97 1.22 -1.17
24 H -1.93 2.67 -0.33
25 C -1.33 -1.38 1.26
26 C -1.99 -0.46 2.21
27 C 1.39 -0.22 -1.88
28 H -2.57 -1.30 3.20
29 H -0.22 4.54 0.24
30 H -2.78 0.26 1.60
31 C 0.72 -1.70 0.00
32 H -1.11 0.70 -1.40
33 H 0.19 -0.77 -2.04
34 H 2.17 -0.30 -2.68

- ΔE to the lowest compared entry with this formula, charge and spin: 10.686 eV
- Spin multiplicity: 1
- Highest occupied orbital energy: -9.35 eV
- Calculated total energy: -877.0058 Ha
- Kohn-Sham gap: 8.238 eV

***

Entry 7:
The following is a DFT calculation (the ωB97M-V functional and the def2-TZVPD basis) of an isolated molecule of C12H16N2O5 in a non-equilibrium geometry.

Element x y z (Å)
1 H 3.33 -0.06 3.81
2 C -1.06 1.74 -0.99
3 C 1.81 -1.53 3.80
4 H 2.22 -0.10 -0.86
5 H -2.44 3.68 -2.28
6 H 0.07 -2.75 -1.12
7 H 0.13 1.79 -3.64
8 H 1.08 -2.42 5.38
9 O 1.87 -1.75 5.18
10 H 1.86 -1.63 -1.26
11 H -0.13 -0.27 -2.14
12 C -2.00 1.55 -2.31
13 H 0.43 -3.24 3.39
14 C 1.79 -1.07 1.05
15 C 1.18 -2.51 2.95
16 O -0.75 -2.59 -0.74
17 H -2.35 2.70 -4.53
18 C 1.21 -2.27 1.56
19 O -1.20 2.82 -0.36
20 N -3.02 2.57 -2.28
21 H 0.90 1.49 0.05
22 C 0.17 -0.28 -1.00
23 O -1.34 2.46 -4.63
24 H -3.85 2.45 -1.41
25 H 3.22 0.53 1.30
26 C 2.53 -0.50 3.23
27 O -2.12 -0.79 -0.27
28 H -2.39 0.44 -2.34
29 C -0.95 -1.23 -0.55
30 C 2.51 -0.19 1.84
31 C 1.57 -0.88 -0.51
32 N 0.07 1.06 -0.77
33 H 0.43 -2.92 1.24
34 C -0.90 2.26 -3.24
35 H -0.78 3.24 -2.64

- ΔE to the lowest compared entry with this formula, charge and spin: 8.871 eV
- Spin multiplicity: 1
- Highest occupied orbital energy: -9.17 eV
- Calculated total energy: -952.3564 Ha
- Kohn-Sham gap: 9.392 eV

***

Entry 8:
The following is a DFT calculation (the ωB97M-V functional and the def2-TZVPD basis) of an isolated molecule of C12H16N2O7S in a non-equilibrium geometry.

Element x y z (Å)
1 C -0.33 1.39 2.02
2 C 2.49 -1.50 -0.03
3 H 0.75 1.51 2.08
4 H -0.62 0.35 2.09
5 H -4.88 -3.40 0.55
6 H 4.29 1.33 -0.07
7 C 1.04 0.37 -0.46
8 C -4.11 -2.94 -0.06
9 H 2.49 4.43 -0.71
10 H -1.85 0.82 -1.99
11 C -4.27 -1.43 -0.03
12 H -4.19 -3.31 -1.08
13 O -2.31 1.84 0.30
14 C -1.22 0.15 -1.39
15 C 2.17 1.23 -0.40
16 C 1.22 -0.99 -0.28
17 H 0.38 -1.67 -0.30
18 C 3.43 0.69 -0.12
19 O 3.74 -3.33 0.47
20 O -0.39 3.34 0.25
21 N 2.64 -2.92 0.14
22 H -4.15 -1.04 0.99
23 O -3.32 -0.78 -0.88
24 H 3.74 3.30 -1.29
25 O 1.68 -3.63 -0.07
26 O -1.73 -0.94 0.70
27 S -0.89 2.01 0.42
28 H 3.42 3.46 0.46
29 C 2.97 3.46 -0.54
30 H 4.56 -1.09 0.27
31 H -3.13 -3.21 0.34
32 H -0.74 -0.58 -2.05
33 O 1.93 2.52 -0.64
34 H -0.83 1.98 2.77
35 C -2.11 -0.58 -0.39
36 N -0.21 0.94 -0.73
37 H -5.25 -1.13 -0.42
38 C 3.59 -0.67 0.07

- ΔE to the lowest compared entry with this formula, charge and spin: 2.428 eV
- Spin multiplicity: 1
- Highest occupied orbital energy: -8.99 eV
- Calculated total energy: -1501.1378 Ha
- Kohn-Sham gap: 8.592 eV